Computed, not measured: a 13-piece molecular cluster, C41H106Br2ClIN2O15P overall, with wB97M-V/def2-TZVPD.

```
! RIJCOSX wB97M-V def2-TZVPD def2/J DEFGRID3
* xyz 1 1
H -2.9251 6.9598 -1.8837
H -8.7117 -0.4142 0.5556
C 0.9523 0.3460 -0.1057
H -7.9750 -2.3728 1.9040
O -8.6902 -2.2961 2.5384
H -0.5230 -1.7736 3.7046
O 12.5499 -3.6117 2.0226
C 3.4518 -4.6911 3.0162
H 1.3984 -6.0048 -3.0992
H 1.1515 -4.2468 7.0505
H -1.1689 -1.8642 -5.0812
C -0.9108 -4.3140 0.2562
H -4.2815 4.5225 -8.1084
C -4.3741 2.5713 -0.9248
Br -3.8791 -3.2925 1.0268
O -4.1106 -3.5380 -1.8910
C 3.3004 -6.9979 -3.1653
H 2.2332 -4.5140 0.7299
H 0.6646 5.0736 -4.0182
H 0.3711 -5.5231 4.3762
C -1.2062 -0.6355 -0.9318
H -10.3643 -0.9333 0.9030
C -1.2475 -5.1794 -0.9622
C -3.3444 2.5341 0.1955
H 1.6705 -0.2420 -0.6874
C -1.2640 -0.9988 3.5032
H -0.0521 7.3469 -0.3465
C -2.9251 -0.4677 1.9444
C -0.9046 6.3626 1.3813
H -2.6608 0.5838 2.1405
H 0.5275 9.9195 5.6822
Br 0.7536 -1.6856 -2.7745
O 3.1251 1.2388 -2.7024
H 1.4491 -6.2425 5.5849
H -1.1326 -7.3560 -1.2845
H 2.7315 -5.0569 -2.4056
C -3.4079 8.3886 -4.0806
O -0.2461 -0.4077 0.0635
H 2.5695 -5.2206 -4.1621
C -1.6723 -0.4032 -3.5424
H -2.9165 3.6025 -7.4535
H -5.4683 4.3186 -5.9202
C 4.4582 0.8203 -2.4067
H -1.4242 1.6999 0.7131
H -3.8292 2.2182 1.1268
H 5.7394 -0.9066 -2.5789
H -4.5254 -3.8249 -2.7060
C 2.4508 -5.7415 -3.2087
H 4.3616 -6.7414 -3.2552
H 1.0918 1.5503 1.7050
H -2.9936 3.5578 0.3725
H -0.9424 -3.6108 6.2419
O -1.9076 -1.3456 2.2914
C 11.9498 -3.4044 3.2964
C 1.5024 0.6271 1.2819
H 3.0596 -7.5433 -5.0238
C -0.3003 5.0848 -3.5061
C -1.6945 -2.1257 -0.7375
N -3.1317 -1.9623 -0.1468
H -0.7810 -0.0196 3.4175
O 2.9316 -7.9426 -4.1607
C -3.9865 7.0944 -3.5410
H -1.9750 -0.9781 4.3366
H -0.5519 8.4401 0.9464
H -4.8074 1.5929 -1.1551
H 4.6750 0.9804 -1.3450
H -1.1222 9.4382 6.1121
H 4.4272 -5.1624 1.1579
H 2.5119 0.6824 -2.2116
N -0.7455 -2.8665 0.0434
H -2.3350 -5.3328 -1.0013
H -3.9684 2.9977 -1.8435
H -0.7042 6.0955 -3.5314
H 1.7536 -3.7502 5.4698
C 3.5699 -5.5040 1.7424
H -4.9528 7.2836 -3.0608
H -3.8389 -0.6860 2.5142
O -3.9348 3.2933 -4.9725
C 11.7580 -4.7103 4.0469
H 0.4659 -6.5334 -1.1565
H -1.6192 -4.4870 1.0629
C -2.1124 1.6765 -0.1331
H -2.7273 7.8972 0.3265
H -1.8205 -2.5738 -1.7319
H -3.5612 4.1072 -4.6199
H 1.0931 3.1424 -2.3529
H -2.4540 8.2001 -4.5749
H -3.2304 9.0958 -3.2680
H 4.3584 -4.7714 3.6166
O 0.2027 3.2433 -1.9824
H 4.5088 -0.7798 -3.8462
H -0.2608 -6.0115 5.9535
C -9.0619 -0.9223 2.6213
H -5.0717 2.7220 -6.5472
H -2.8931 -1.6157 -4.8397
H -9.8189 0.6831 1.3837
C -0.5064 8.8048 4.1496
H 0.1011 -2.7717 -0.5084
H -3.2940 5.2046 -6.8132
O 6.8420 -4.1791 1.7814
C -0.4855 9.7898 5.3006
H -0.1764 0.5790 -2.4005
O -1.8215 8.5725 3.6464
H -0.9785 4.4336 -4.0613
H -3.1144 0.3533 -1.4306
H -0.8515 10.7678 4.9806
C 0.5994 -5.5734 5.4424
H -8.2272 -0.3295 3.0128
H 10.9919 -2.8844 3.1740
H 7.7630 -2.4493 3.6591
H -1.2035 4.6297 -1.6288
H 1.2722 -0.2084 1.9472
H -2.1766 9.4140 3.3494
C 7.9038 -3.5125 3.8686
C -0.8131 7.5213 0.4134
H 0.0394 6.2238 1.9108
H -0.5339 -6.7899 0.2548
H 11.0945 -5.3793 3.4924
H -1.1447 5.4381 0.8513
H -0.9324 -4.6783 -1.8862
H 11.3259 -4.5418 5.0348
H 7.0412 -3.8599 4.4379
H 12.7158 -5.2153 4.1669
H 0.0486 -4.6581 0.6554
H 8.7961 -3.6214 4.4860
H -0.1511 7.8266 4.4724
C 4.7070 -0.6251 -2.7857
H 12.6253 -2.7434 3.8365
H -2.6225 0.0038 -3.2003
Cl -6.0374 -1.7246 -0.8742
O -3.1158 6.4115 -2.6561
H -4.3026 -0.2904 0.3597
C -0.5691 -6.5480 -0.8164
C -0.6796 -0.3937 -2.3686
H -9.8644 -0.8861 3.3560
H 3.7096 -6.5600 1.9665
H 0.1524 9.1500 3.3443
C -0.2091 4.6050 -2.0790
H 0.7452 1.2884 -0.6299
O 2.3716 -5.4362 0.9592
I -6.0622 3.7323 -0.3903
H 5.1015 1.4878 -2.9773
H 6.7265 -3.2497 1.5719
H 8.8919 -3.9600 2.0038
H -4.0857 8.8540 -4.7970
C -3.2437 -0.5616 0.4490
C -9.5212 -0.3615 1.2900
C -2.4488 0.2488 -0.5767
H 3.2909 -3.6338 2.7867
H 8.1401 -5.3625 2.7802
H 2.6032 -5.0412 3.6036
P -4.2164 -1.9522 -1.7145
H 4.0527 -1.2923 -2.2184
C 8.0214 -4.2999 2.5757
H -4.1578 6.3909 -4.3593
O -2.0298 7.7175 -0.3104
H -1.6820 6.5561 2.1208
H 11.9783 -4.1855 1.5083
H 2.5884 0.7428 1.2451
H -1.5877 2.1550 -0.9671
C -1.9320 -1.6976 -4.3210
C 0.9015 -4.1910 5.9865
H 0.4481 5.2463 -1.4820
H -1.2825 0.3349 -4.2529
C -4.6395 3.6449 -6.1629
H 3.1646 -7.5137 -2.2153
O -0.1710 -3.2727 5.7814
H -1.9763 -2.5926 -3.6935
C -3.7316 4.2802 -7.1986
*
```

As for the LUMO energy: -3.7 eV. For the largest force on an atom, the calculation gives 0.67 eV/Å. The calculation puts the gap between HOMO and LUMO at 7.636 eV. For the total energy, the calculation gives -247916.5357 eV.